Entry 1:
Formula: C24H14Cl2FN4O2Pd
Source: OMol25
Level of theory: ωB97M-V/def2-TZVPD

Calculated values
E_LUMO in eV: -5.363
Gap between HOMO and LUMO in eV: 6.040
HOMO in eV: -11.40
Total charge: +1
Electronic energy in Eh: -2440.381539
M in g/mol: 586.7
Max |F| in eV/Å: 0.407
Multiplicity: 1
Relative energy (zero: lowest compared OMol25 entry of this formula, charge and spin) in kcal/mol: 0.0

Structure (XYZ):
```
48
Properties=species:S:1:pos:R:3:forces:R:3
Pd 0.480891 0.237637 0.021082 -0.2 0.1 -0.2
Cl 6.144089 -3.446633 -2.380344 0.0 0.0 0.0
C 4.860061 -2.343112 -2.168948 0.0 0.0 0.0
C 4.060937 -2.436194 -1.094728 0.1 -0.1 0.0
C 3.028064 -1.447084 -0.888819 -0.2 0.1 -0.2
N 2.307137 -1.294383 0.153756 0.3 -0.1 0.2
C 2.308999 -2.170228 1.252870 0.0 0.0 0.0
O 3.292535 -2.559626 1.823657 0.0 0.0 0.0
C 0.908092 -2.520666 1.644352 0.0 -0.1 0.1
C 0.696755 -3.490599 2.606692 0.0 0.0 0.0
C -0.611288 -3.848605 2.899930 0.0 0.0 0.0
C -1.638103 -3.233356 2.207226 0.0 0.0 0.0
C -1.328091 -2.259840 1.267234 0.0 0.1 0.0
N -0.080918 -1.895977 0.991205 0.2 0.0 0.0
C 2.732005 -0.479408 -2.000316 0.0 0.1 0.0
C 3.672806 -0.378434 -3.082893 0.0 0.0 0.0
C 4.676274 -1.272374 -3.171766 0.0 0.0 0.0
Cl 5.754696 -1.202358 -4.488913 0.0 0.0 0.0
N 1.617015 0.160458 -1.875217 -0.2 -0.2 0.2
C 1.149113 1.119457 -2.802660 0.0 -0.1 0.0
O 1.326953 1.068197 -3.989017 0.0 0.1 0.0
C 0.349332 2.208408 -2.143876 0.1 0.0 -0.1
C -0.005639 3.306403 -2.901472 0.0 0.0 0.0
C -0.688321 4.349903 -2.292718 0.0 -0.1 0.0
C -0.974333 4.245314 -0.945249 0.0 0.0 0.0
C -0.595989 3.103358 -0.254516 0.0 0.0 0.1
N 0.047360 2.091037 -0.836876 0.0 0.1 0.0
H 4.240069 -3.175452 -0.328370 0.0 0.0 0.0
H 1.545718 -3.947793 3.094439 0.0 0.0 0.0
H -0.820785 -4.599012 3.649769 0.0 0.0 0.0
H -2.672201 -3.486770 2.392027 0.0 0.0 0.0
H -2.110962 -1.743388 0.727536 0.0 0.0 0.0
H 3.520433 0.355337 -3.858101 0.0 0.0 0.0
H 0.266532 3.323056 -3.947051 0.0 0.0 0.0
H -0.979476 5.223052 -2.859740 0.0 0.0 0.0
H -1.490842 5.031752 -0.413942 0.0 0.0 0.0
H -0.815433 2.993495 0.797271 0.0 0.0 0.0
F -1.522732 1.809351 5.509407 0.0 0.0 0.0
C -1.102410 1.458226 4.283062 0.0 0.0 0.0
C -2.038760 1.290721 3.280210 0.0 0.0 0.1
C -1.597295 0.926640 2.014818 0.1 0.0 -0.1
C -0.241635 0.739456 1.760986 -0.1 0.1 0.2
C 0.674266 0.906455 2.794441 0.0 0.0 0.0
C 0.247738 1.275412 4.065710 0.0 0.0 0.0
H -3.087419 1.442816 3.497425 0.0 0.0 0.0
H -2.326170 0.798875 1.221178 0.0 0.0 0.0
H 1.734883 0.755763 2.623064 0.0 0.0 0.0
H 0.946134 1.417808 4.879089 0.0 0.0 0.0
```
Forces are in eV/Å.

Entry 2:
Formula: C3H10O3S
Source: OMol25
Level of theory: ωB97M-V/def2-TZVPD

Calculated values
E_LUMO in eV: 0.539
Gap between HOMO and LUMO in eV: 9.594
HOMO in eV: -9.06
Electronic energy in Eh: -744.182846
M in g/mol: 126.2
Max |F| in eV/Å: 0.953
Multiplicity: 1
Relative energy (zero: lowest compared OMol25 entry of this formula, charge and spin) in kcal/mol: 12.0

Structure (XYZ):
```
17
Properties=species:S:1:pos:R:3:forces:R:3
O -2.377432 0.845973 0.137879 -0.3 0.1 0.1
C -1.582684 0.206894 -0.498055 0.4 -0.3 0.0
C -0.115260 0.192227 -0.186265 0.6 0.0 0.8
C 0.396426 -0.929011 0.743446 0.0 -0.5 -0.8
S 2.162369 -1.339892 0.388455 -0.2 0.3 0.4
H -1.887840 -0.389599 -1.373107 -0.2 -0.1 0.0
H 0.480722 0.114999 -1.076915 -0.1 0.2 -0.7
H 0.094790 1.134729 0.313209 0.2 0.1 -0.1
H -0.070431 -1.888068 0.538663 -0.5 0.1 0.1
H 0.252497 -0.656663 1.773737 0.1 -0.1 0.3
H 2.659275 -0.933710 1.562661 0.1 0.0 -0.1
O -0.263325 1.307670 3.011011 -0.2 0.2 0.0
H -1.119322 1.743511 2.886457 0.2 -0.2 -0.1
H 0.373051 2.029791 3.017429 0.0 0.0 0.0
O 0.091766 -0.349889 -3.468282 -0.1 0.1 -0.3
H 0.043652 -0.173411 -4.419569 0.0 -0.1 0.3
H 0.861744 -0.915551 -3.350756 0.0 0.0 -0.1
```
Forces are in eV/Å.

Entry 3:
Formula: C26H20BrN2O2PPd
Source: OMol25
Level of theory: ωB97M-V/def2-TZVPD

Calculated values
E_LUMO (spin up / spin down) in eV: 0.261 / -0.924
Gap between HOMO and LUMO (spin up / spin down) in eV: 7.646 / 7.107
HOMO (spin up / spin down) in eV: -7.39 / -8.03
Electronic energy in Eh: -4305.977651
M in g/mol: 609.8
Max |F| in eV/Å: 0.846
Multiplicity: 3
Relative energy (zero: lowest compared OMol25 entry of this formula, charge and spin) in kcal/mol: 0.0
⟨S²⟩: 2.008

Structure (XYZ):
```
53
Properties=species:S:1:pos:R:3:forces:R:3
Pd 0.433282 -0.660738 -1.616333 0.6 -0.4 0.4
Br 0.602333 -4.062675 -0.607780 0.1 0.0 0.0
C -1.122054 -3.375897 -0.915292 -0.3 0.0 0.0
C -2.238397 -4.154011 -0.649891 0.0 0.0 0.0
C -3.483001 -3.595390 -0.892941 -0.1 0.0 0.0
C -3.578391 -2.305279 -1.392200 0.1 0.0 0.0
C -2.406634 -1.612245 -1.632710 0.0 0.0 0.1
N -1.207130 -2.149104 -1.388160 0.0 0.0 -0.1
C -2.402045 -0.205863 -2.227074 0.1 0.0 -0.2
O -3.471929 0.333898 -2.440047 -0.1 0.0 0.0
O -1.233266 0.251094 -2.512818 -0.3 0.2 0.1
H -2.126733 -5.156673 -0.265789 0.0 0.0 0.0
H -4.376321 -4.173172 -0.693167 0.0 0.0 0.0
H -4.519966 -1.819061 -1.600084 0.0 0.0 0.0
C 1.684504 -0.380976 5.482510 0.0 0.0 0.0
C 2.019169 -1.368878 4.565749 0.0 0.0 0.0
C 1.659552 -1.227699 3.234812 0.0 0.0 0.0
C 0.975438 -0.093080 2.801261 0.0 0.0 0.1
C 0.640684 0.890935 3.727745 0.0 0.0 0.0
C 0.992543 0.745623 5.062678 0.0 0.0 0.0
P 0.602960 0.045528 1.022594 -0.1 0.0 -0.4
C -0.651265 1.358040 0.924381 -0.1 0.0 0.1
C -0.431060 2.573911 0.289550 0.0 0.0 0.0
C -1.472908 3.478541 0.128712 0.0 0.0 0.0
C -2.739403 3.177485 0.602375 0.0 0.0 0.0
C -2.968582 1.963826 1.239083 0.0 0.0 0.0
C -1.933321 1.057431 1.390655 0.0 0.0 0.0
C 2.094750 0.725114 0.258375 0.1 0.0 0.1
C 3.087961 1.492539 0.859984 0.1 0.0 0.0
C 4.172598 1.898718 0.098459 0.0 0.0 -0.1
C 4.258370 1.530183 -1.244234 0.0 0.0 0.1
C 3.266846 0.757593 -1.833814 0.0 0.0 0.0
C 2.165924 0.341644 -1.087568 -0.2 0.2 -0.1
H 1.958940 -0.491279 6.523657 0.0 0.0 0.0
H 2.553606 -2.252838 4.888352 0.0 0.0 0.0
H 1.913044 -2.006089 2.523547 0.0 0.0 0.0
H 0.100714 1.772808 3.405186 0.0 0.0 0.0
H 0.726548 1.517742 5.773040 0.0 0.0 0.0
H 0.552146 2.808472 -0.099816 0.0 0.0 0.0
H -1.292695 4.416270 -0.380602 0.0 0.0 0.0
H -3.552509 3.877653 0.463086 0.0 0.0 0.0
H -3.958167 1.715762 1.600360 0.0 0.0 0.0
H -2.123428 0.101701 1.868841 0.0 0.0 0.0
H 3.019021 1.764187 1.907704 0.0 0.0 0.0
H 4.954712 2.498361 0.546409 0.0 0.0 0.0
H 5.115141 1.850376 -1.825203 0.0 0.0 0.0
H 3.360195 0.468542 -2.874598 0.0 0.0 0.0
C -0.162279 -0.533262 -5.902401 0.0 -0.1 0.1
C 0.515620 -1.118930 -4.753040 -0.1 0.2 0.0
N 1.027493 -1.526803 -3.810204 0.0 0.0 -0.1
H 0.154174 0.502345 -6.008865 0.0 0.0 0.0
H -1.236318 -0.559881 -5.727034 0.0 0.0 0.0
H 0.079556 -1.086489 -6.807457 0.0 0.0 0.0
```
Forces are in eV/Å.

> Number 2 is which compound?

C3H10O3S

> Among the records above, which one has the lowest M?

C3H10O3S

> Among the records above, which one has the lowest max |F|?

C24H14Cl2FN4O2Pd